Here is an isolated ion of composition C9H13N2O and charge +1 in a non-equilibrium geometry from the OMol25 dataset. Energies are from ωB97M-V/def2-TZVPD.

Results
net charge: +1
calculated total energy: -535.200079 a.u.
energy relative to the best compared isomer or geometry (same formula, charge and spin): 2.3645 eV
structure (SMILES): C[C@]1(O)CCc2c1[nH]ccc2=[NH2+]
HOMO level: -12.858 eV
E_LUMO: -3.703 eV

Each line ends with the Löwdin charge.
Positions of all 25 atoms, in Å:
1 C 2.581 1.256 -0.096  0.018
2 C 1.657 2.216 -0.202  -0.067
3 C 0.995 -0.545 -0.033  0.008
4 C 2.335 -0.137 -0.066  -0.251
5 C -0.081 0.740 -0.116  -0.018
6 C 0.240 -1.778 -0.216  -0.152
7 C -1.189 -1.396 -0.002  -0.090
8 C -1.418 0.152 -0.258  -0.451
9 C -2.307 0.743 0.803  -0.004
10 N 0.373 1.938 -0.127  0.140
11 N 3.390 -1.040 -0.169  0.144
12 O -1.868 0.634 -1.594  0.019
13 H 3.700 1.452 -0.130  0.158
14 H 1.862 3.197 -0.558  0.142
15 H 0.366 -2.421 -1.132  0.156
16 H 0.510 -2.413 0.647  0.143
17 H -1.721 -2.009 -0.690  0.118
18 H -1.644 -1.564 0.945  0.116
19 H -3.345 0.322 0.720  0.132
20 H -2.199 1.754 0.751  0.042
21 H -1.795 0.611 1.815  0.134
22 H -0.200 2.803 -0.275  0.222
23 H 4.248 -0.803 -0.619  0.102
24 H 2.954 -1.979 -0.433  0.143
25 H -2.498 -0.011 -1.909  0.095


Here is C3H7NO2S as an isolated structure in a non-equilibrium geometry from the OMol25 dataset. Energies are from ωB97M-V/def2-TZVPD.

Results
net charge: 0
calculated total energy: -721.709385 a.u.
energy relative to the best compared isomer or geometry (same formula, charge and spin): 6.8916 eV
HOMO level: -8.611 eV
E_LUMO: 0.625 eV

Each line ends with the Löwdin charge.
Positions of all 14 atoms, in Å:
1 C -1.961 0.043 -0.274  -0.136
2 C 0.028 -1.020 0.419  -0.681
3 C 2.154 0.060 -0.680  -0.493
4 H -2.065 0.479 0.992  0.155
5 H -2.689 -1.025 -0.625  0.155
6 H -2.282 1.039 -0.951  0.111
7 H -0.226 -2.108 0.476  0.075
8 H -0.176 -0.538 1.429  0.105
9 H 3.180 0.075 -1.025  0.072
10 H 0.487 2.244 0.680  0.143
11 N 1.911 1.300 -0.283  -0.008
12 O -0.645 -0.457 -0.719  -0.310
13 O 0.679 1.253 0.507  -0.198
14 S 1.605 -1.344 0.054  1.011


Here is a 19-piece molecular cluster, C42H125N3O30 overall in a non-equilibrium geometry from the OMol25 dataset. Energies are from ωB97M-V/def2-TZVPD.

Results
net charge: 0
calculated total energy: -4096.173470 a.u.
HOMO level: -9.202 eV
E_LUMO: -0.098 eV

Each line ends with the Löwdin charge.
Positions of all 200 atoms, in Å:
1 C 4.278 -0.026 3.570  -0.242
2 C 3.232 -0.934 2.869  -0.188
3 O 2.908 -0.574 1.520  -0.082
4 O 5.556 -0.233 3.111  -0.038
5 H 4.242 -0.392 4.597  0.121
6 H 3.912 1.001 3.544  0.119
7 H 2.298 -0.883 3.430  0.095
8 H 3.569 -1.970 2.877  0.104
9 H 2.197 0.067 1.596  0.059
10 H 5.892 -0.910 3.704  0.111
11 C 2.530 -7.362 -4.602  -0.234
12 C 3.221 -6.241 -3.782  -0.222
13 O 2.487 -5.048 -3.551  -0.087
14 O 1.380 -7.935 -3.996  -0.058
15 H 3.252 -8.157 -4.787  0.113
16 H 2.356 -7.010 -5.619  0.108
17 H 4.170 -5.946 -4.231  0.109
18 H 3.552 -6.644 -2.825  0.123
19 H 2.305 -4.894 -2.621  0.029
20 H 1.067 -8.678 -4.516  0.081
21 C -1.476 -4.214 3.324  -0.232
22 C -2.485 -5.004 2.470  -0.187
23 O -2.701 -4.267 1.244  -0.086
24 O -0.219 -4.062 2.723  -0.068
25 H -1.432 -4.666 4.314  0.124
26 H -1.927 -3.223 3.391  0.107
27 H -3.462 -5.094 2.945  0.121
28 H -2.131 -6.021 2.299  0.122
29 H -3.271 -3.532 1.481  0.014
30 H -0.402 -3.940 1.789  0.078
31 C 4.309 0.939 -5.321  -0.237
32 C 4.172 0.907 -6.832  -0.241
33 O 4.940 -0.120 -7.484  -0.083
34 O 5.585 1.466 -5.024  -0.052
35 H 4.073 -0.066 -4.973  0.094
36 H 3.489 1.488 -4.859  0.123
37 H 4.605 1.796 -7.292  0.112
38 H 3.166 0.950 -7.249  0.112
39 H 4.803 -0.153 -8.434  0.082
40 H 6.291 1.039 -5.515  0.087
41 C -1.974 3.472 0.737  -0.246
42 C -3.014 2.633 0.005  -0.271
43 O -4.050 3.468 -0.362  -0.050
44 O -2.411 3.880 2.020  -0.068
45 H -1.603 4.355 0.217  0.131
46 H -1.078 2.859 0.832  0.101
47 H -3.363 1.834 0.659  0.116
48 H -2.475 2.249 -0.861  0.107
49 H -3.653 4.306 -0.611  0.088
50 H -2.803 4.743 1.870  0.082
51 C 6.233 0.899 -0.493  -0.193
52 C 5.185 -0.104 -0.981  -0.262
53 O 5.090 -1.131 -0.047  -0.072
54 O 5.774 1.422 0.778  -0.081
55 H 6.404 1.783 -1.107  0.114
56 H 7.212 0.425 -0.425  0.114
57 H 5.349 -0.514 -1.978  0.098
58 H 4.207 0.370 -1.057  0.096
59 H 4.425 -0.927 0.615  0.025
60 H 5.837 0.768 1.478  0.027
61 C 3.176 -4.427 1.230  -0.250
62 C 2.654 -3.649 -0.010  -0.174
63 O 1.966 -4.558 -0.900  -0.086
64 O 3.812 -5.593 0.843  -0.038
65 H 2.415 -4.613 1.987  0.104
66 H 3.893 -3.807 1.768  0.106
67 H 3.486 -3.363 -0.654  0.114
68 H 2.102 -2.752 0.270  0.090
69 H 1.144 -4.864 -0.508  0.099
70 H 4.086 -6.048 1.642  0.094
71 C 0.823 -1.904 6.127  -0.218
72 C 1.280 -3.334 5.800  -0.191
73 O 1.761 -3.413 4.425  -0.077
74 O -0.468 -1.639 5.561  -0.104
75 H 1.536 -1.146 5.803  0.107
76 H 0.696 -1.655 7.181  0.117
77 H 0.397 -3.941 6.001  0.105
78 H 2.043 -3.664 6.506  0.116
79 H 0.978 -3.454 3.871  0.018
80 H -1.131 -2.138 6.044  0.081
81 C 1.601 2.319 -1.102  -0.146
82 O 0.677 2.400 -2.173  -0.126
83 H 1.601 1.349 -0.606  0.052
84 H 2.605 2.512 -1.479  0.082
85 H 1.311 3.025 -0.324  0.069
86 H 0.695 1.571 -2.657  0.032
87 C -3.012 0.284 5.393  -0.174
88 O -4.108 0.911 6.014  -0.121
89 H -2.130 0.407 6.023  0.083
90 H -3.219 -0.744 5.096  0.069
91 H -2.874 0.821 4.455  0.069
92 H -4.765 1.193 5.373  0.077
93 C -4.892 -1.851 0.659  -0.109
94 O -4.190 -1.923 1.907  -0.149
95 H -5.903 -1.530 0.909  0.086
96 H -4.490 -1.009 0.095  0.078
97 H -4.913 -2.788 0.103  0.086
98 H -4.691 -1.341 2.483  0.085
99 C 2.347 -2.868 -6.330  -0.146
100 O 2.859 -4.186 -6.410  -0.131
101 H 3.099 -2.279 -5.804  0.062
102 H 2.270 -2.440 -7.330  0.075
103 H 1.348 -2.898 -5.895  0.077
104 H 2.695 -4.614 -5.566  0.017
105 C 5.846 -3.163 -3.637  -0.190
106 O 6.820 -3.977 -3.138  -0.099
107 H 6.443 -2.459 -4.217  0.088
108 H 5.185 -3.722 -4.300  0.069
109 H 5.327 -2.671 -2.816  0.067
110 H 6.437 -4.282 -2.313  0.078
111 C -4.024 -3.247 -3.525  -0.170
112 O -4.152 -4.628 -3.757  -0.099
113 H -3.037 -2.868 -3.791  0.066
114 H -4.735 -2.679 -4.125  0.063
115 H -4.105 -2.954 -2.478  0.066
116 H -4.421 -4.710 -4.675  0.075
117 C 0.728 4.732 3.021  -0.187
118 O 1.758 5.106 3.865  -0.113
119 H 1.055 3.875 2.433  0.071
120 H -0.212 4.580 3.551  0.050
121 H 0.547 5.496 2.265  0.083
122 H 1.379 5.852 4.334  0.020
123 C 3.802 3.194 5.804  -0.149
124 O 4.702 2.188 6.291  -0.127
125 H 4.269 3.811 5.036  0.082
126 H 2.982 2.715 5.271  0.061
127 H 3.521 3.867 6.615  0.055
128 H 5.465 2.283 5.717  0.068
129 C 3.359 6.477 7.515  -0.050
130 O 2.085 7.153 7.165  -0.204
131 C 2.090 7.973 6.034  -0.232
132 C 0.616 8.330 5.617  -0.169
133 N -0.079 7.101 5.162  -0.059
134 C -1.517 7.408 5.205  -0.197
135 C -2.375 6.163 4.806  -0.219
136 O -2.179 5.200 5.826  -0.172
137 C -2.552 3.901 5.373  -0.098
138 H 3.969 7.208 8.044  0.083
139 H 3.941 6.053 6.697  0.071
140 H 3.077 5.657 8.176  0.084
141 H 2.578 7.426 5.227  0.108
142 H 2.703 8.847 6.256  0.119
143 H 0.646 8.968 4.733  0.120
144 H 0.164 8.782 6.500  0.114
145 H 0.177 6.457 5.897  0.102
146 H -1.733 8.196 4.483  0.118
147 H -1.841 7.818 6.161  0.114
148 H -1.880 5.988 3.852  0.095
149 H -3.429 6.417 4.696  0.124
150 H -1.784 3.419 4.769  0.063
151 H -3.463 4.022 4.787  0.085
152 H -2.760 3.274 6.240  0.083
153 C 2.102 -1.198 -2.299  -0.030
154 O 0.995 -0.335 -2.777  -0.202
155 C -0.280 -1.015 -2.892  -0.211
156 C -0.877 -1.557 -1.692  -0.219
157 N -0.969 -0.573 -0.569  0.000
158 C -1.002 -1.257 0.749  -0.150
159 C -1.026 -0.159 1.850  -0.168
160 O 0.250 0.397 2.097  -0.202
161 C 0.352 1.052 3.348  -0.088
162 H 3.074 -1.111 -2.784  0.075
163 H 1.902 -2.251 -2.494  0.077
164 H 2.221 -1.123 -1.218  0.066
165 H -0.162 -1.860 -3.570  0.124
166 H -1.034 -0.375 -3.351  0.121
167 H -0.386 -2.487 -1.406  0.113
168 H -1.902 -1.844 -1.927  0.102
169 H -0.120 -0.032 -0.651  0.075
170 H -0.157 -1.936 0.863  0.099
171 H -1.891 -1.885 0.810  0.088
172 H -1.396 -0.530 2.806  0.107
173 H -1.687 0.637 1.508  0.099
174 H 0.248 0.426 4.234  0.077
175 H -0.371 1.856 3.485  0.074
176 H 1.318 1.557 3.367  0.084
177 C -4.036 0.820 -3.076  -0.070
178 O -5.117 0.023 -3.631  -0.211
179 C -5.854 0.668 -4.664  -0.208
180 C -6.748 -0.355 -5.413  -0.218
181 N -7.256 0.195 -6.676  -0.053
182 C -8.140 -0.780 -7.361  -0.210
183 C -9.118 -0.148 -8.330  -0.232
184 O -8.461 0.147 -9.554  -0.203
185 C -9.147 1.014 -10.470  -0.100
186 H -3.409 0.284 -2.364  0.064
187 H -4.438 1.740 -2.649  0.081
188 H -3.358 1.029 -3.902  0.082
189 H -5.180 1.001 -5.453  0.114
190 H -6.510 1.452 -4.288  0.126
191 H -7.580 -0.583 -4.746  0.115
192 H -6.279 -1.315 -5.628  0.106
193 H -6.449 0.409 -7.244  0.105
194 H -8.749 -1.278 -6.606  0.112
195 H -7.678 -1.654 -7.821  0.119
196 H -9.396 0.812 -7.894  0.117
197 H -9.995 -0.775 -8.491  0.119
198 H -10.100 0.601 -10.800  0.082
199 H -8.566 1.090 -11.388  0.081
200 H -9.221 2.029 -10.080  0.084


Here is C35H33F2N4O2S2V as an isolated structure in a non-equilibrium geometry from the OMol25 dataset. Energies are from ωB97M-V/def2-TZVPD.

Results
net charge: -1
calculated total energy: -3663.178459 a.u.
<S²>: 3.775
energy relative to the best compared isomer or geometry (same formula, charge and spin): 0.0000 eV
multiplicity: 4
HOMO level (alpha / beta): -2.709 / -3.791 eV
E_LUMO (alpha / beta): 2.598 / 2.388 eV

Each line ends with the Löwdin charge.
Positions of all 79 atoms, in Å:
1 V 1.449 -0.524 2.008  0.759
2 O 0.592 1.213 2.558  -0.203
3 C -0.417 1.567 3.252  -0.372
4 C -0.757 2.934 3.263  -0.024
5 C -1.781 3.427 4.046  -0.103
6 C -2.502 2.552 4.856  -0.141
7 C -2.243 1.180 4.827  -0.062
8 C -1.164 0.619 4.091  -0.133
9 C -0.665 -0.740 4.202  -0.067
10 N 0.533 -1.111 3.786  -0.088
11 C 1.338 -2.205 4.390  -0.174
12 C 2.718 -1.558 4.562  -0.126
13 N 2.929 -0.737 3.278  -0.075
14 C 3.966 0.095 3.194  -0.060
15 C 4.519 0.867 2.164  -0.155
16 C 5.719 1.536 2.265  -0.067
17 C 6.364 2.114 1.187  -0.125
18 C 5.782 2.056 -0.067  -0.101
19 C 4.573 1.412 -0.228  -0.005
20 C 3.869 0.799 0.858  -0.277
21 O 2.698 0.252 0.717  -0.152
22 H -0.166 3.575 2.613  0.114
23 H -2.033 4.513 4.098  0.109
24 H -3.238 2.945 5.545  0.081
25 H -2.914 0.489 5.378  0.107
26 H -1.282 -1.476 4.720  0.126
27 H 1.393 -3.075 3.720  0.110
28 H 0.876 -2.535 5.307  0.103
29 H 3.522 -2.281 4.656  0.112
30 H 2.728 -0.832 5.400  0.121
31 H 4.539 0.231 4.111  0.124
32 H 6.133 1.734 3.253  0.110
33 H 7.289 2.613 1.361  0.081
34 H 6.288 2.445 -0.966  0.107
35 H 4.078 1.342 -1.190  0.108
36 S -0.857 -0.946 0.857  0.689
37 C -0.488 -0.870 -0.821  -0.670
38 N -0.552 -1.933 -1.638  -0.119
39 C -0.340 -1.831 -3.088  -0.142
40 C 0.526 -0.655 -3.470  -0.116
41 N 0.133 0.563 -2.690  -0.128
42 C 0.386 1.829 -3.338  -0.175
43 C -0.859 2.533 -3.867  -0.189
44 C -2.005 2.832 -3.130  -0.054
45 C -3.087 3.490 -3.705  -0.091
46 C -2.964 4.042 -4.976  -0.108
47 C -1.840 3.702 -5.748  -0.113
48 C -0.797 2.992 -5.181  -0.075
49 C -0.218 0.450 -1.373  -0.698
50 S -0.332 1.866 -0.430  0.666
51 C -1.228 -3.182 -1.224  -0.125
52 C -2.755 -3.248 -1.556  -0.186
53 C -3.721 -2.671 -0.734  -0.037
54 C -5.094 -2.908 -0.918  -0.094
55 C -5.511 -3.691 -1.986  -0.106
56 C -4.534 -4.321 -2.816  -0.102
57 C -3.190 -4.039 -2.636  -0.076
58 H -1.341 -1.775 -3.591  0.134
59 H 0.071 -2.774 -3.456  0.115
60 H 0.391 -0.470 -4.550  0.120
61 H 1.617 -0.859 -3.358  0.129
62 H 1.008 1.674 -4.194  0.094
63 H 0.866 2.452 -2.564  0.086
64 H -2.051 2.595 -2.061  0.041
65 H -3.966 3.645 -3.090  0.098
66 H -3.763 4.675 -5.370  0.092
67 H -1.789 4.009 -6.798  0.094
68 H 0.150 2.827 -5.768  0.119
69 H -1.053 -3.346 -0.144  0.088
70 H -0.768 -4.018 -1.808  0.117
71 H -3.423 -1.996 0.090  0.087
72 H -5.834 -2.425 -0.291  0.096
73 H -6.589 -3.851 -2.178  0.098
74 H -4.898 -4.952 -3.645  0.097
75 H -2.422 -4.496 -3.308  0.115
76 F 1.210 -3.335 1.282  -0.096
77 C 1.936 -2.215 0.944  -0.411
78 F 3.278 -2.601 1.266  -0.111
79 H 1.961 -2.202 -0.155  0.088


Here is one molecule with the formula C4H6N2 in a non-equilibrium geometry from the OMol25 dataset. Energies are from ωB97M-V/def2-TZVPD.

Results
net charge: 0
calculated total energy: -265.355025 a.u.
energy relative to the best compared isomer or geometry (same formula, charge and spin): 4.9129 eV
structure (SMILES): C[C@]12N3N1[C@@]32C
HOMO level: -10.083 eV
E_LUMO: 0.957 eV

Each line ends with the Löwdin charge.
Positions of all 12 atoms, in Å:
1 C 0.422 0.032 -0.626  -0.412
2 C -0.856 0.136 -0.012  -0.329
3 C 1.903 -0.057 -0.623  -0.018
4 C -1.717 0.101 1.199  0.030
5 N -0.697 -0.661 -1.241  0.143
6 N -0.576 0.798 -1.262  0.117
7 H 2.426 0.140 0.358  0.085
8 H 2.398 0.596 -1.427  0.102
9 H 2.194 -1.120 -0.853  0.086
10 H -1.356 0.778 1.949  0.086
11 H -1.444 -0.858 1.509  0.071
12 H -2.697 0.114 1.027  0.039


Here is a 2-piece molecular cluster, C20H19FO3 overall in a non-equilibrium geometry from the OMol25 dataset. Energies are from ωB97M-V/def2-TZVPD.

Results
net charge: 0
calculated total energy: -1098.596150 a.u.
energy relative to the best compared isomer or geometry (same formula, charge and spin): 13.1251 eV
structure (SMILES): Cc1ccc(CC2=C([C@@H](C)F)C(=O)OC2=O)cc1.c1ccccc1
HOMO level: -8.528 eV
E_LUMO: -1.725 eV

Each line ends with the Löwdin charge.
Positions of all 43 atoms, in Å:
1 C 3.709 3.126 1.234  -0.128
2 C 2.398 2.208 0.764  -0.168
3 C 1.911 1.054 1.846  -0.022
4 C 0.596 0.134 1.486  -0.043
5 C -0.151 0.416 0.055  -0.186
6 C -1.495 -0.452 -0.306  -0.113
7 C -2.675 0.644 -0.689  -0.004
8 C -3.042 1.841 0.117  0.033
9 C -2.476 2.446 1.531  -0.214
10 C -2.565 1.326 2.737  -0.062
11 F -1.139 3.091 1.443  -0.094
12 C -4.292 2.649 -0.583  -0.175
13 O -5.161 3.526 -0.067  0.031
14 O -4.187 2.131 -1.961  -0.004
15 C -3.703 0.711 -1.968  -0.163
16 O -4.072 -0.207 -2.873  0.028
17 C 0.333 1.542 -1.069  -0.005
18 C 1.646 2.454 -0.700  -0.015
19 H 3.679 3.323 2.406  0.086
20 H 3.731 4.144 0.639  0.080
21 H 4.674 2.500 0.982  0.081
22 H 2.456 0.849 2.878  0.096
23 H 0.138 -0.709 2.178  0.100
24 H -1.247 -1.048 -1.308  0.121
25 H -1.809 -1.185 0.566  0.129
26 H -3.231 3.315 1.845  0.158
27 H -2.193 0.258 2.437  0.060
28 H -3.684 1.242 3.120  0.102
29 H -1.931 1.760 3.635  0.102
30 H -0.299 1.624 -2.071  0.108
31 H 2.010 3.289 -1.447  0.093
32 C 1.064 -3.060 -2.084  -0.096
33 C 1.559 -2.769 -0.813  -0.091
34 C 2.330 -3.710 -0.132  -0.092
35 C 2.616 -4.940 -0.726  -0.098
36 C 2.124 -5.229 -1.999  -0.099
37 C 1.344 -4.292 -2.676  -0.095
38 H 0.459 -2.328 -2.613  0.092
39 H 1.342 -1.809 -0.352  0.068
40 H 2.711 -3.486 0.861  0.099
41 H 3.221 -5.671 -0.198  0.099
42 H 2.347 -6.187 -2.463  0.100
43 H 0.956 -4.520 -3.665  0.100


| no. | molar mass (g mol⁻¹) |
| --- | --- |
| 1 | 165.2 |
| 2 | 121.2 |
| 3 | 1152.5 |
| 4 | 694.7 |
| 5 | 82.1 |
| 6 | 326.4 |